{"formula": "C31H40BrN5RhS3", "method": "ωB97M-V with the def2-TZVPD basis set", "total_charge": -1, "gap_ev": [5.242, 6.453], "homo_ev": [-2.78, -4.35], "relative_energy_kcal_mol": 7.7, "s2": 6.0272, "multiplicity": 5, "species": ["Rh", "C", "C", "S", "C", "C", "S", "H", "H", "H", "H", "H", "H", "C", "C", "C", "C", "C", "C", "C", "N", "C", "N", "C", "C", "C", "C", "C", "C", "C", "N", "C", "C", "C", "C", "C", "C", "C", "H", "H", "H", "H", "H", "H", "H", "H", "H", "H", "H", "H", "H", "H", "H", "H", "H", "H", "H", "H", "H", "H", "C", "C", "N", "C", "S", "N", "C", "C", "H", "H", "H", "H", "H", "H", "H", "H", "H", "H", "H", "H", "Br"], "coordinates": [[0.294, -0.306, 0.602], [-1.758, -4.336, -1.441], [-0.929, -3.327, -0.694], [-0.635, -1.858, -1.515], [-0.406, -3.642, 0.532], [-0.590, -5.014, 1.123], [0.464, -2.554, 1.525], [-2.346, -3.836, -2.206], [-2.425, -4.869, -0.764], [-1.109, -5.064, -1.931], [-1.608, -5.148, 1.497], [0.099, -5.134, 1.955], [-0.390, -5.788, 0.381], [1.438, 6.722, 0.689], [2.445, 6.175, -0.280], [3.377, 6.994, -0.891], [4.299, 6.494, -1.798], [4.283, 5.145, -2.110], [3.372, 4.302, -1.506], [2.455, 4.801, -0.579], [1.528, 3.988, 0.048], [1.465, 2.594, -0.008], [2.661, 1.993, 0.134], [3.061, 0.679, -0.136], [2.132, -0.303, -0.505], [2.649, -1.521, -0.949], [4.010, -1.760, -1.001], [4.896, -0.813, -0.508], [4.437, 0.412, -0.056], [5.390, 1.409, 0.550], [0.323, 2.005, -0.127], [-0.822, 2.792, -0.303], [-1.314, 2.970, -1.597], [-2.462, 3.704, -1.821], [-3.131, 4.287, -0.758], [-2.634, 4.132, 0.528], [-1.494, 3.390, 0.783], [-0.992, 3.220, 2.179], [1.638, 7.772, 0.894], [1.469, 6.171, 1.629], [0.425, 6.644, 0.287], [3.386, 8.047, -0.647], [5.022, 7.153, -2.255], [4.980, 4.743, -2.830], [3.350, 3.256, -1.771], [0.643, 4.423, 0.267], [3.393, 2.594, 0.480], [1.971, -2.296, -1.281], [4.382, -2.705, -1.383], [5.958, -1.027, -0.485], [6.390, 0.984, 0.620], [5.060, 1.670, 1.557], [5.462, 2.324, -0.043], [-0.769, 2.517, -2.415], [-2.827, 3.830, -2.832], [-4.035, 4.859, -0.925], [-3.142, 4.602, 1.361], [-1.593, 3.783, 2.891], [0.050, 3.518, 2.279], [-1.039, 2.167, 2.447], [-4.303, 0.505, -3.347], [-3.169, -0.317, -2.738], [-2.805, 0.183, -1.432], [-3.185, -0.349, -0.249], [-2.282, -0.028, 1.121], [-4.295, -1.135, -0.219], [-4.945, -1.495, 1.016], [-5.855, -0.387, 1.545], [-4.528, 0.162, -4.354], [-4.011, 1.549, -3.390], [-5.207, 0.431, -2.747], [-2.286, -0.257, -3.376], [-3.448, -1.374, -2.676], [-1.902, 0.636, -1.367], [-4.898, -1.093, -1.028], [-4.155, -1.707, 1.739], [-5.525, -2.404, 0.836], [-5.253, 0.482, 1.796], [-6.374, -0.723, 2.437], [-6.595, -0.102, 0.797], [1.282, 0.581, 2.834]], "forces_ev_per_a": [[0.0133, -0.3316, -0.6250], [-0.0125, -0.0999, 0.0844], [-0.1741, 0.7981, -1.1863], [0.1233, -0.3616, 0.4604], [0.6750, 0.4232, 1.4073], [0.0096, -0.0947, -0.1417], [-0.3698, -0.5903, -0.1864], [-0.0174, -0.0373, -0.0332], [-0.0742, -0.1301, -0.0267], [-0.0304, -0.1515, -0.0559], [-0.0426, -0.0561, -0.0035], [-0.0335, -0.0821, 0.0386], [-0.0509, -0.1475, 0.0050], [0.0924, -0.0394, -0.0657], [-0.0468, -0.1773, 0.0958], [0.0790, -0.0483, -0.1228], [0.0988, 0.0668, -0.0430], [0.0851, 0.1648, 0.0189], [-0.1443, -0.0267, -0.0622], [0.4436, 0.2547, -0.2961], [-0.2888, 0.0196, 0.3511], [-0.5519, 0.0856, 0.0508], [0.1926, 0.3460, 0.3667], [-0.1694, -0.8921, -0.5793], [0.1848, 0.2282, 0.0669], [0.1985, 0.2554, -0.1813], [0.1103, -0.2427, -0.0240], [-0.0172, -0.0210, -0.0515], [0.0425, 0.1518, 0.0114], [-0.0688, -0.0397, -0.1261], [0.4627, -0.1266, 0.2324], [-0.1923, 0.2574, -0.2589], [0.1213, 0.0271, 0.2502], [-0.1414, 0.1360, -0.0965], [-0.1084, 0.0380, -0.0928], [-0.1534, 0.0866, -0.1416], [0.2099, -0.1012, -0.1018], [-0.0668, -0.1377, -0.0086], [-0.0247, 0.0519, 0.0144], [-0.0573, -0.0191, 0.0848], [-0.0979, 0.0083, 0.0479], [-0.0274, 0.1331, 0.0326], [0.0551, 0.0639, -0.0505], [0.0616, -0.0363, -0.0518], [0.0168, -0.0375, -0.0232], [0.1102, -0.0759, -0.0336], [-0.2058, 0.0253, -0.0180], [-0.1173, -0.0593, 0.0748], [0.0321, -0.0118, 0.0358], [0.0613, 0.0237, 0.0572], [0.0273, -0.0002, 0.0209], [0.0695, 0.0959, 0.0879], [0.0304, 0.1155, 0.0153], [0.0459, -0.0392, -0.0739], [-0.0559, 0.0217, -0.0747], [0.0049, 0.0227, -0.0141], [-0.0550, -0.0091, 0.0458], [-0.0635, 0.1128, -0.0114], [0.0987, -0.0718, 0.1055], [0.1653, -0.0538, 0.1122], [0.1784, -0.1695, 0.0029], [-0.5036, 0.1396, -0.2731], [-0.0277, -0.2400, 0.4129], [-0.0373, 0.1396, -0.3576], [-0.0215, 0.0725, 0.4611], [0.2505, 0.4150, -0.6235], [-0.2322, -0.1042, 0.3839], [0.2365, -0.1562, -0.1519], [-0.0665, -0.0542, -0.1398], [-0.0283, 0.1847, -0.0052], [-0.1605, 0.0499, 0.0648], [-0.0403, -0.1078, 0.1108], [0.1664, 0.0591, 0.0132], [-0.1776, -0.0757, 0.0728], [0.1032, -0.0049, -0.0138], [-0.1480, -0.0982, -0.0482], [0.1105, 0.0016, 0.0212], [0.0244, 0.1342, 0.0296], [-0.1035, -0.0225, 0.1599], [-0.0647, 0.0135, -0.0202], [0.0795, 0.1590, 0.5873]], "lowdin_spin": [2.185, 0.018, 0.158, 0.369, 0.140, 0.012, 0.415, 0.003, 0.004, 0.005, 0.004, 0.004, 0.002, 0.000, 0.000, 0.000, 0.000, 0.000, 0.000, 0.000, 0.002, 0.004, 0.006, 0.047, 0.177, 0.048, 0.005, 0.014, 0.006, 0.001, 0.054, 0.005, 0.004, 0.000, 0.006, 0.000, 0.005, 0.000, 0.000, 0.000, 0.000, 0.000, 0.000, 0.000, 0.000, 0.000, 0.000, 0.010, 0.001, 0.001, 0.000, 0.000, 0.000, 0.000, 0.000, 0.000, 0.000, 0.000, 0.000, 0.000, 0.001, 0.005, 0.018, 0.028, 0.050, 0.013, 0.003, 0.002, 0.000, 0.000, 0.000, 0.001, 0.002, 0.001, 0.000, 0.001, 0.000, 0.001, 0.000, 0.000, 0.157]}

---

{"formula": "C3H6S3", "method": "ωB97M-V with the def2-TZVPD basis set", "gap_ev": 8.239, "homo_ev": -7.91, "relative_energy_kcal_mol": 56.6, "smiles": "S/C=C/C(S)S", "species": ["S", "C", "C", "C", "S", "S", "H", "H", "H", "H", "H", "H"], "coordinates": [[0.855, -2.673, -1.410], [-0.021, -1.558, -0.562], [0.384, -0.079, -0.380], [-0.388, 0.656, 0.526], [-1.322, 2.063, -0.207], [0.818, 1.336, 1.961], [0.167, -3.776, -1.179], [-0.864, -1.835, 0.139], [1.031, 0.333, -1.043], [-1.203, 0.065, 1.062], [-0.301, 2.840, -0.378], [0.843, 2.628, 1.472]], "forces_ev_per_a": [[1.5605, -0.9273, -1.5300], [-0.3022, 7.2579, 3.4176], [-2.9663, -9.2257, -0.9717], [-1.4038, 1.9023, 3.0415], [-0.9537, -0.9225, 0.3668], [-1.0599, 0.4558, -1.4228], [-0.4714, -0.2586, 0.1912], [1.1338, -0.0003, -1.0473], [2.0899, 1.2483, -1.5780], [1.3054, 0.6605, -0.6579], [1.0568, 0.7993, -0.2913], [0.0110, -0.9898, 0.4819]], "lowdin_charge": [0.793, -0.552, -0.296, -0.973, 0.700, 0.606, -0.134, 0.080, 0.053, 0.076, -0.188, -0.164]}